A molecular structure, C3H7IN2OS in a non-equilibrium geometry, computed with the ωB97M-V functional and the def2-TZVPD basis.

Values from the calculation:
Electronic energy = -998.91789 Ha
Gap between HOMO and LUMO (alpha / beta) = 0.321 / 0.262 Ha
2S+1 = 3
LUMO level (alpha / beta) = -0.1 / -2.0 eV
E_HOMO (alpha / beta) = -8.8 / -9.2 eV

Cartesian coordinates (Å):
C 0.23 -0.76 0.42
C -0.34 -1.96 -0.47
C 0.52 0.47 -0.47
N 0.14 2.10 1.62
N -1.62 -1.84 -0.98
O 0.28 2.96 -0.69
S -0.34 1.91 0.11
I -2.70 -0.32 -0.39
H -0.35 -0.34 1.15
H 1.20 -1.21 0.94
H 0.49 -2.16 -1.18
H -0.11 -2.73 0.26
H 1.51 0.69 -0.50
H 0.38 0.27 -1.56
H 0.72 2.92 1.73

3 unconnected molecules or ions with the total composition C3H11NO3 in a non-equilibrium geometry, computed with the ωB97M-V functional and the def2-TZVPD basis.

Values from the calculation:
Electronic energy = -401.37438 Ha
Gap between HOMO and LUMO = 0.399 Ha
2S+1 = 1
LUMO level = 0.7 eV
E_HOMO = -10.1 eV

Cartesian coordinates (Å):
C -1.26 -2.00 -0.78
C -0.30 -0.99 -0.14
C -0.90 0.37 0.17
N -2.06 0.66 -0.68
O -0.33 1.30 0.76
H -2.26 -2.04 -0.33
H -0.88 -3.05 -0.78
H -1.35 -1.61 -1.74
H 0.03 -1.39 0.83
H 0.66 -0.77 -0.69
H -2.43 -0.07 -1.33
H -2.59 1.53 -0.56
H 3.14 0.66 0.00
H 3.28 1.01 -1.41
O 2.84 0.37 -0.89
H 1.69 2.67 2.87
H 1.17 1.63 1.88
O 1.56 1.71 2.81

A gas-phase ion, C11H22NS (charge +1) in a non-equilibrium geometry, computed with the ωB97M-V functional and the def2-TZVPD basis.

Values from the calculation:
Electronic energy = -884.92493 Ha
Gap between HOMO and LUMO = 0.380 Ha
2S+1 = 1
Net charge = +1
LUMO level = -3.1 eV
E_HOMO = -13.5 eV

Cartesian coordinates (Å):
C 2.10 1.56 -0.13
C 0.61 1.30 -0.65
C 3.23 1.01 -1.00
C 1.00 -0.40 1.28
C 2.28 0.33 0.83
C 3.11 -0.33 -0.30
C 4.45 -0.91 0.22
C -2.82 -1.96 -0.60
C -4.54 -0.18 -0.12
C -3.01 -0.54 -0.50
C -2.03 0.12 0.50
N -2.22 1.47 0.59
S -0.20 -0.47 -0.16
H 0.37 1.16 -1.70
H -0.14 1.97 -0.27
H 3.14 0.92 -2.09
H 4.18 1.50 -0.63
H 1.32 -1.38 1.47
H 0.48 0.20 2.01
H 2.91 0.60 1.79
H 2.40 -1.10 -0.77
H 4.34 -1.63 0.98
H 5.14 -0.22 0.66
H 4.93 -1.23 -0.78
H -3.15 -2.55 0.27
H -1.75 -2.07 -0.92
H -3.48 -2.36 -1.37
H -5.19 -1.08 -0.36
H -4.54 0.05 0.91
H -4.95 0.58 -0.64
H -2.90 -0.06 -1.55
H -2.07 -0.46 1.39
H -2.39 1.77 1.52
H 2.15 2.56 0.33
H -2.77 1.85 -0.22